C17H13F5ILuO5PS as an isolated structure, computed with ωB97M-V/def2-TZVPD.

Its charge is +3. The calculation puts the orbital gap at 1.623 eV.

Structure (XYZ):
```
44
Properties=species:S:1:pos:R:3:forces:R:3
C 1.97515 -0.98361 -0.42163 -2.56 -2.26 -0.31
C -2.02260 1.51188 -0.78865 -2.97 1.50 0.88
O -0.26618 4.24941 -0.69444 0.93 -0.19 0.28
I 4.82194 -1.43417 3.13738 -0.63 0.33 -0.99
C -0.59298 0.73653 -1.01244 1.62 2.48 0.78
F -1.52970 -1.94154 1.24794 1.24 -3.72 -1.14
H -5.71744 3.84947 0.39642 1.95 -1.54 -1.00
C 0.72073 -1.72109 -0.71889 1.77 4.78 0.24
C 4.10750 -0.58326 1.20160 -0.18 0.07 -0.88
C -1.19610 -3.37750 0.91830 -2.39 0.98 4.01
O 1.42281 -4.38183 0.20392 -3.68 4.55 -0.09
H -3.02587 1.40861 -3.02303 -0.38 0.83 2.33
O 3.17939 1.15737 -1.45345 -7.34 -3.26 3.83
C 5.46916 -0.17549 0.38075 0.04 1.24 0.59
H 2.14254 3.74229 -0.57066 -1.05 -0.36 0.51
F -3.67720 -3.82654 1.29795 3.93 -0.45 -3.69
C -0.45714 -0.84939 -1.52753 -2.56 -3.46 -4.18
H 0.87403 3.24279 1.34862 -0.26 0.44 -0.95
O -1.18635 -1.38141 -2.51223 4.69 4.34 6.90
H 5.71706 -0.90454 -0.50247 -0.62 1.47 1.77
C -3.16810 1.79763 -1.92614 -0.07 1.00 4.12
H -1.51212 1.82410 1.59881 -1.96 0.16 -1.83
Lu -1.11744 5.33256 0.64165 -2.28 0.11 0.71
H 3.44013 0.34665 1.52419 1.53 -1.93 -0.71
H -5.39426 2.92108 -2.25346 2.26 -0.85 1.71
C -4.77781 3.21925 0.06741 3.44 -2.06 -1.11
H 6.37578 -0.13819 1.13538 -1.80 -0.16 -1.72
H -3.71707 3.23382 2.35369 -0.20 -1.01 -2.64
O -0.30055 -4.13614 -1.57555 1.29 3.80 5.24
H 5.32786 0.94965 0.01025 0.40 -2.59 0.47
C -2.32146 2.05288 0.76178 -0.70 0.99 -2.11
C -4.52809 2.65079 -1.47738 1.68 0.08 2.98
C 2.08830 0.61094 -0.91373 4.22 1.46 -2.30
H 3.91573 -2.35724 -0.23648 -1.79 1.15 0.96
C -3.65639 2.88921 1.21716 1.10 -0.26 -3.72
C 3.17617 -1.72027 0.40985 0.53 1.00 1.34
P 0.83564 3.27382 -0.11778 1.80 -3.66 -1.87
H 2.71924 -2.38990 1.28353 0.63 1.26 -2.37
C -2.59945 -3.98948 0.25135 -3.01 -1.64 0.40
C 0.66686 1.47125 -0.71908 -1.93 -2.56 -0.65
F -2.46900 -5.45414 0.01785 -0.43 5.83 0.55
F -0.94782 -4.03739 2.23273 -0.63 2.26 -4.91
S 0.27602 -3.46891 -0.26548 2.38 -7.25 -5.60
F -3.07097 -3.21996 -0.92798 2.01 -2.90 4.17
```
Forces are in eV/Å.